Entry 1:
The following is a quantum chemistry calculation of a single C5H7NO molecule in a non-equilibrium geometry, from the Open Molecules 2025 dataset.

Element x y z (Å)
C 0.35570 1.56997 -1.20213
C 0.16155 0.79579 0.04993
C 0.35844 -0.48961 0.37477
N 1.72187 -0.76375 0.07472
C -0.71164 -1.26027 0.88242
C -1.84820 -0.47916 0.93927
O -1.74610 0.72939 0.49116
H 1.16135 2.31523 -1.24275
H 0.41733 0.93726 -2.10134
H -0.59378 2.09550 -1.21581
H 2.32648 -0.82370 0.87887
H 1.86139 -1.51242 -0.58520
H -0.62823 -2.27304 1.23996
H -2.78925 -0.85956 1.38010

Output
- highest occupied orbital energy (eV) = -8.1
- LUMO energy (eV) = 0.869
- frontier orbital gap (eV) = 9.0
- energy above the lowest of the compared OMol25 structures with the same formula, charge and spin (eV) = 3.351

---

Entry 2:
The following is a quantum chemistry calculation of a molecular structure, C5H7NO, from the Open Molecules 2025 dataset.

Element x y z (Å)
C -1.63895 -1.06820 0.06743
C -0.24133 -0.57125 0.14558
C 0.33300 0.65629 -0.24072
N -0.45682 1.76006 -0.68675
C 1.80181 0.68088 0.17012
C 1.89931 -0.60345 0.64311
O 0.70394 -1.32162 0.66684
H -2.13812 -0.99788 1.04167
H -2.19555 -0.45231 -0.64419
H -1.66900 -2.11490 -0.24912
H 0.16713 2.42397 -1.13834
H -0.82220 2.24617 0.12758
H 1.13834 0.33753 -1.05643
H 2.72472 -1.15890 1.06821

Output
- highest occupied orbital energy (eV) = -8.5
- LUMO energy (eV) = 0.588
- frontier orbital gap (eV) = 9.1
- energy above the lowest of the compared OMol25 structures with the same formula, charge and spin (eV) = 4.485

---

Entry 3:
The following is a quantum chemistry calculation of a single C5H7NO molecule in a non-equilibrium geometry, from the Open Molecules 2025 dataset.

Element x y z (Å)
C -0.22255 1.10230 1.66460
C 0.48089 0.22087 0.63177
C -0.42617 -0.86670 0.05721
C -0.25101 -0.92216 -1.42366
O -0.70283 -1.70896 -2.20905
C 1.09571 1.07718 -0.51245
N 0.74294 0.47354 -1.61036
H 0.46623 1.85520 2.05560
H -0.60517 0.50735 2.50236
H -1.07387 1.62564 1.21288
H 1.34836 -0.25253 1.11395
H -0.21874 -1.86209 0.45003
H -1.48502 -0.64149 0.22292
H 0.78698 0.45548 -2.60398

Output
- highest occupied orbital energy (eV) = -8.4
- LUMO energy (eV) = 0.728
- frontier orbital gap (eV) = 9.1
- energy above the lowest of the compared OMol25 structures with the same formula, charge and spin (eV) = 2.699

---

Entry 4:
The following is a quantum chemistry calculation of a single C5H7NO molecule, from the Open Molecules 2025 dataset.

Element x y z (Å)
O -0.41027 -1.65434 -0.45784
C 0.38430 -2.40162 0.36205
N 0.83508 -2.13742 1.50849
C 1.18247 1.27323 -0.42718
C 0.03670 2.10429 0.14484
C -0.09644 0.65980 -0.06434
C -0.84613 -0.41917 0.00185
H 0.60410 -3.34680 -0.13230
H 0.53534 -1.21146 1.82022
H 1.41755 1.38274 -1.48330
H 2.04419 1.08604 0.20999
H 0.13666 2.47452 1.16277
H -0.49244 2.77285 -0.53060
H -1.86811 -0.42393 0.37325

Output
- highest occupied orbital energy (eV) = -9.9
- SMILES = [H]/N=C\OC=C1CC1
- LUMO energy (eV) = 0.983
- frontier orbital gap (eV) = 10.8
- energy above the lowest of the compared OMol25 structures with the same formula, charge and spin (eV) = 2.673

---

Entry 5:
The following is a quantum chemistry calculation of a single C5H7NO molecule in a non-equilibrium geometry, from the Open Molecules 2025 dataset.

Element x y z (Å)
C -2.02133 0.50306 0.74406
N -0.74716 -0.00414 0.31672
C 1.08450 -2.30950 -0.33336
C 1.33530 -1.06676 -0.58296
C 1.47234 0.22795 -0.48019
C 0.19525 0.78333 0.01932
O 0.07209 2.13606 0.00153
H -2.39693 1.29952 0.08984
H -1.95761 0.89689 1.76488
H -2.73808 -0.32455 0.74365
H 0.42190 -2.93861 -0.91640
H 2.16290 -2.44875 -0.14709
H 2.31621 0.79880 -0.84581
H 0.87258 2.52009 -0.37733

Output
- highest occupied orbital energy (eV) = -8.4
- SMILES = C=C=C/C(O)=N/C
- LUMO energy (eV) = 0.683
- frontier orbital gap (eV) = 9.1
- energy above the lowest of the compared OMol25 structures with the same formula, charge and spin (eV) = 3.971

---

Entry 6:
The following is a quantum chemistry calculation of a single C5H7NO molecule in a non-equilibrium geometry, from the Open Molecules 2025 dataset.

Element x y z (Å)
C 1.50279 -0.22588 0.52870
C -1.18233 -0.62493 0.24286
C 0.13387 0.27741 0.76462
C 2.50277 -0.50908 -0.47307
C -2.35639 0.20829 0.15575
N 1.04983 -0.46448 1.66469
O -1.21839 -1.80723 -0.02826
H 0.05619 1.29260 0.96911
H 3.52277 -0.65239 -0.02765
H 2.61679 0.23122 -1.36475
H 1.95648 -1.43663 -0.80929
H -2.57383 0.22499 1.18543
H -3.25134 -0.17638 -0.32136
H -2.10577 1.15642 -0.16209

Output
- highest occupied orbital energy (eV) = -9.4
- SMILES = CC(=O)[C@H]1N=C1C
- LUMO energy (eV) = 0.864
- frontier orbital gap (eV) = 10.2
- energy above the lowest of the compared OMol25 structures with the same formula, charge and spin (eV) = 3.119

---

Entry 7:
The following is a quantum chemistry calculation of a single C5H7NO molecule in a non-equilibrium geometry, from the Open Molecules 2025 dataset.

Element x y z (Å)
C -1.07567 1.22017 0.30435
C 0.68504 0.08545 -1.26696
C 0.62424 -0.83359 -0.30204
C 0.77781 -0.32109 1.09268
O -0.51424 0.25150 1.29074
C -0.05565 -2.08862 -0.47836
N -0.54792 -3.12436 -0.63080
H -2.05259 0.80322 0.07319
H -0.69467 1.53060 -0.69963
H -1.07848 2.14243 0.86227
H 0.15463 0.00299 -2.20672
H 1.21844 1.00904 -1.05708
H 0.98444 -1.10720 1.83807
H 1.57465 0.42948 1.18029

Output
- highest occupied orbital energy (eV) = -10.1
- SMILES = C=C(C#N)COC
- LUMO energy (eV) = 0.505
- frontier orbital gap (eV) = 10.6
- energy above the lowest of the compared OMol25 structures with the same formula, charge and spin (eV) = 3.047

---

Entry 8:
The following is a quantum chemistry calculation of a molecular structure, C5H7NO in a non-equilibrium geometry, from the Open Molecules 2025 dataset.

Element x y z (Å)
C 0.94488 -0.12665 -0.22580
C -0.05810 1.04786 -0.30414
C -1.26203 0.30295 -0.87282
C -0.03073 -0.75892 0.68324
C -0.18418 0.75643 1.21755
H 0.23080 1.96035 -0.77672
H -2.15206 0.99802 -0.55611
H -1.18254 0.26783 -1.95916
H -1.96190 -1.30912 0.38198
H 0.25645 -1.59396 1.27677
H -1.08185 0.92679 1.68999
H 0.63005 1.12331 1.87718
N -1.17947 -1.07456 -0.18398
O 2.13229 -0.27267 -0.45428

Output
- highest occupied orbital energy (eV) = -9.0
- LUMO energy (eV) = 0.874
- frontier orbital gap (eV) = 9.9
- energy above the lowest of the compared OMol25 structures with the same formula, charge and spin (eV) = 2.369

---

Entry 9:
The following is a quantum chemistry calculation of a molecular structure, C5H7NO, from the Open Molecules 2025 dataset.

Element x y z (Å)
O 1.88931 -0.60472 -0.87805
C 1.17284 -0.36951 0.30416
C 0.48016 0.94906 0.47050
C -0.89084 0.81740 -0.11212
C -1.06633 -0.57326 -0.64997
C -0.16482 -1.15612 0.46046
N -0.65993 0.54823 1.32756
H 1.37501 -0.26883 -1.62285
H 1.86075 -0.59587 1.12270
H 0.93858 1.92079 0.64891
H -1.47767 1.69873 -0.36862
H -0.70775 -0.76319 -1.66834
H -2.09444 -0.93742 -0.57456
H -0.65488 -0.66529 1.54022

Output
- highest occupied orbital energy (eV) = -8.3
- LUMO energy (eV) = 0.363
- frontier orbital gap (eV) = 8.7
- energy above the lowest of the compared OMol25 structures with the same formula, charge and spin (eV) = 6.081

---

Entry 10:
The following is a quantum chemistry calculation of a single C5H7NO molecule, from the Open Molecules 2025 dataset.

Element x y z (Å)
O 1.48345 -1.34738 -0.42703
C 0.39760 -0.48261 -0.31369
C -0.97118 -1.05276 0.04988
C -1.66854 -0.07508 0.99610
N -0.78660 0.90691 1.11887
C 0.37675 0.78207 -1.11871
C 0.49725 0.82577 0.38746
H 1.94404 -1.35172 0.42122
H -1.59471 -1.19546 -0.84289
H -0.86727 -2.04397 0.50814
H 1.26066 0.99334 -1.71616
H -0.56679 1.11323 -1.54614
H -0.94024 1.75087 1.65234
H 1.43558 1.17679 0.83061

Output
- highest occupied orbital energy (eV) = -8.3
- LUMO energy (eV) = 0.778
- frontier orbital gap (eV) = 9.1
- energy above the lowest of the compared OMol25 structures with the same formula, charge and spin (eV) = 3.136

---

Entry 11:
The following is a quantum chemistry calculation of a single C5H7NO molecule in a non-equilibrium geometry, from the Open Molecules 2025 dataset.

Element x y z (Å)
C -1.81550 0.10052 0.54886
N -0.44169 -0.21442 0.22721
C 0.08011 -1.44634 -0.10318
C 1.39164 -1.25909 -0.50540
C 1.67595 0.12576 -0.33830
C 0.52476 0.73269 0.04949
O 0.19164 2.03522 0.22534
H -2.31228 0.59062 -0.30082
H -1.83390 0.76674 1.41352
H -2.33572 -0.83116 0.77955
H -0.56203 -2.31693 -0.02027
H 1.77523 -1.35198 -1.52453
H 2.64268 0.54128 -0.58462
H 1.01912 2.52711 0.13314

Output
- highest occupied orbital energy (eV) = -7.7
- SMILES = Cn1cccc1O
- LUMO energy (eV) = 0.743
- frontier orbital gap (eV) = 8.4
- energy above the lowest of the compared OMol25 structures with the same formula, charge and spin (eV) = 2.030

---

Entry 12:
The following is a quantum chemistry calculation of a single C5H7NO molecule in a non-equilibrium geometry, from the Open Molecules 2025 dataset.

Element x y z (Å)
C 1.39773 0.57900 0.27706
C 0.60934 -0.16308 -0.76152
C 0.64475 -1.60236 -0.69491
N 0.68409 -2.75221 -0.58560
C -0.39407 0.52422 0.07749
O -0.78824 1.80912 -0.19223
C -1.55464 -0.30695 0.66981
H 1.80921 0.07737 1.14038
H 2.19985 1.19235 -0.20617
H 0.07807 2.23242 -0.17022
H 0.69386 0.24896 -1.75852
H -2.44119 0.31374 0.86888
H -1.24709 -0.77459 1.60019
H -1.87380 -1.12219 -0.00521

Output
- highest occupied orbital energy (eV) = -9.2
- SMILES = C[C@@]1(O)C[C@H]1C#N
- LUMO energy (eV) = 0.724
- frontier orbital gap (eV) = 9.9
- energy above the lowest of the compared OMol25 structures with the same formula, charge and spin (eV) = 3.230

---

Entry 13:
The following is a quantum chemistry calculation of a single C5H7NO molecule in a non-equilibrium geometry, from the Open Molecules 2025 dataset.

Element x y z (Å)
O 0.92161 -0.82195 -1.26859
C 0.27477 0.00729 -0.35078
C -1.24966 -0.00774 -0.46207
C -1.72718 -1.22094 0.21363
N -1.92045 -2.21636 0.77040
C 0.94345 1.29925 -0.05106
C 0.88099 0.21690 1.01221
H 0.89060 -1.73107 -0.94187
H -1.70642 0.86532 0.00894
H -1.56002 -0.04654 -1.50872
H 1.89202 1.46468 -0.55342
H 0.31307 2.17446 0.05839
H 0.22896 0.32045 1.87415
H 1.81827 -0.30376 1.19878

Output
- highest occupied orbital energy (eV) = -10.6
- SMILES = N#CCC1(O)CC1
- LUMO energy (eV) = 0.810
- frontier orbital gap (eV) = 11.4
- energy above the lowest of the compared OMol25 structures with the same formula, charge and spin (eV) = 1.397

---

Entry 14:
The following is a quantum chemistry calculation of a single C5H7NO molecule in a non-equilibrium geometry, from the Open Molecules 2025 dataset.

Element x y z (Å)
C 0.19918 1.32311 1.40407
C 0.42382 0.04162 0.59314
C -0.37067 -1.09188 1.08611
N -1.03983 -1.98754 1.38470
C 0.16103 0.26350 -0.91966
O 0.37861 1.34997 -1.39978
C -0.28340 -0.92366 -1.73741
H -0.86860 1.53015 1.51287
H 0.63732 1.24665 2.40284
H 0.65937 2.15229 0.86326
H 1.48419 -0.24414 0.65959
H -0.68381 -0.56495 -2.68542
H -1.01710 -1.53195 -1.20314
H 0.58576 -1.56395 -1.93710

Output
- highest occupied orbital energy (eV) = -10.3
- SMILES = CC(=O)[C@@H](C)C#N
- LUMO energy (eV) = 0.576
- frontier orbital gap (eV) = 10.8
- energy above the lowest of the compared OMol25 structures with the same formula, charge and spin (eV) = 0.529

---

Entry 15:
The following is a quantum chemistry calculation of a single C5H7NO molecule in a non-equilibrium geometry, from the Open Molecules 2025 dataset.

Element x y z (Å)
O -0.11489 -1.85644 -0.85885
C 0.13569 -0.70855 -1.14042
C -0.89866 0.39546 -1.38362
N -0.32283 0.93940 -0.12753
C -0.55815 0.05711 1.05588
C 0.97687 -0.13042 1.19511
C 1.00142 0.25858 -0.28838
H -0.74584 1.09955 -2.20306
H -1.94130 0.07414 -1.30720
H -0.98319 -0.91916 0.69518
H -1.18835 0.48131 1.83764
H 1.30569 -1.12844 1.48106
H 1.51084 0.61958 1.79091
H 1.82269 0.81787 -0.74671

Output
- highest occupied orbital energy (eV) = -9.7
- SMILES = O=C1CN2CC[C@@H]12
- LUMO energy (eV) = 1.083
- frontier orbital gap (eV) = 10.8
- energy above the lowest of the compared OMol25 structures with the same formula, charge and spin (eV) = 2.952

---

Entry 16:
The following is a quantum chemistry calculation of a molecular structure, C5H7NO in a non-equilibrium geometry, from the Open Molecules 2025 dataset.

Element x y z (Å)
C -0.98727 1.66310 0.00086
C -0.63580 0.26882 0.43207
C 0.60556 -0.33201 0.16129
C 0.61112 -1.81624 0.24990
O -0.13074 -1.73910 -0.95157
C 1.62752 0.31268 -0.60241
N 2.48054 0.88098 -1.14104
H -0.64229 2.37853 0.74622
H -2.06855 1.79125 -0.09638
H -0.52742 1.92549 -0.95613
H -1.11833 -0.12528 1.32656
H -0.90555 -0.71501 -0.46455
H 1.59446 -2.31274 0.17635
H 0.05746 -2.21483 1.10857

Output
- highest occupied orbital energy (eV) = -9.1
- LUMO energy (eV) = -0.847
- frontier orbital gap (eV) = 8.3
- energy above the lowest of the compared OMol25 structures with the same formula, charge and spin (eV) = 4.505

---

Entry 17:
The following is a quantum chemistry calculation of a single C5H7NO molecule, from the Open Molecules 2025 dataset.

Element x y z (Å)
O -1.59886 -1.13615 2.02460
C -1.39027 0.28002 2.10698
C -0.57597 0.92987 1.04692
C -0.05339 0.21111 0.08377
C 0.91063 -0.18937 -0.79351
C 1.33757 -0.67811 -2.09918
N 2.23964 -0.46262 -0.93824
H -2.26631 -1.28116 1.34198
H -2.35442 0.80116 2.20827
H -0.86814 0.44809 3.05722
H -0.20399 -0.97860 -0.07634
H 1.33172 0.04358 -2.91557
H 1.24577 -1.72038 -2.39603
H 2.88553 0.32253 -0.91888

Output
- highest occupied orbital energy (eV) = -7.6
- LUMO energy (eV) = 0.344
- frontier orbital gap (eV) = 8.0
- energy above the lowest of the compared OMol25 structures with the same formula, charge and spin (eV) = 6.924

---

Entry 18:
The following is a quantum chemistry calculation of a single C5H7NO molecule, from the Open Molecules 2025 dataset.

Element x y z (Å)
C -2.32031 0.18548 0.03626
C -0.82983 -0.01861 0.08994
C -0.26591 -1.22958 -0.09802
O 1.08929 -1.13254 -0.14458
C 1.41117 0.17266 0.00027
N 2.77157 0.35756 -0.26273
C 0.27335 0.91850 0.18699
H -2.67246 1.06868 0.57627
H -2.82350 -0.69175 0.46055
H -2.65104 0.27309 -1.00718
H -0.67220 -2.22124 -0.20474
H 3.20264 -0.54935 -0.41010
H 3.32277 0.91431 0.37242
H 0.16774 1.97584 0.39721

Output
- highest occupied orbital energy (eV) = -7.7
- SMILES = Cc1coc(N)c1
- LUMO energy (eV) = 1.005
- frontier orbital gap (eV) = 8.7
- energy above the lowest of the compared OMol25 structures with the same formula, charge and spin (eV) = 0.843